No. 1
The following is a DFT calculation (the ωB97M-V functional and the def2-TZVPD basis) of an isolated molecule of C7H10.

Output
HOMO level, eV: -8.45
Total energy, Eh: -272.5573
Spin multiplicity: 1
SMILES string: C=C=C=C(C)CC
Orbital gap, eV: 8.8
LUMO energy, eV: 0.34
Relative energy (zero: lowest compared OMol25 entry of this formula, charge and spin), kcal/mol: 100.8

Each atom is followed by the atoms it is bonded to, with distances in Å.
Element x y z (Å)
1 C -3.02 -0.82 -0.59  C2 1.300, H8 1.172, H9 1.096
2 C -2.03 0.01 -0.72  C1 1.300, C3 1.270
3 C -1.19 0.79 -0.17  C2 1.270, C4 1.285
4 C 0.09 0.87 -0.04  C3 1.285, C5 1.482, C6 1.566
5 C 0.82 1.76 0.89  C4 1.482, H10 1.069, H11 1.089, H12 1.185
6 C 1.03 -0.18 -0.74  C4 1.566, C7 1.566, H13 1.136, H14 1.141
7 C 1.53 -1.19 0.35  C6 1.566, H15 1.053, H16 1.003, H17 1.063
8 H -3.99 -0.78 0.07  C1 1.172
9 H -3.01 -1.65 -1.31  C1 1.096
10 H 1.16 1.09 1.64  C5 1.069
11 H 0.00 2.34 1.32  C5 1.089
12 H 1.65 2.36 0.29  C5 1.185
13 H 0.30 -0.76 -1.39  C6 1.136
14 H 1.85 0.26 -1.38  C6 1.141
15 H 2.31 -0.64 0.80  C7 1.053
16 H 1.77 -2.09 -0.02  C7 1.003
17 H 0.71 -1.37 1.00  C7 1.063

No. 2
The following is a DFT calculation (the ωB97M-V functional and the def2-TZVPD basis) of an isolated molecule of C7H10.

Output
HOMO level, eV: -8.93
Total energy, Eh: -272.6312
Spin multiplicity: 1
SMILES string: C=C(C)[C@H]1CC1=C
Orbital gap, eV: 10.0
LUMO energy, eV: 1.05
Relative energy (zero: lowest compared OMol25 entry of this formula, charge and spin), kcal/mol: 54.5

Each atom is followed by the atoms it is bonded to, with distances in Å.
Element x y z (Å)
1 C 1.60 1.53 0.60  C2 1.331, H8 1.087, H9 1.084
2 C 0.80 0.49 0.41  C1 1.331, C3 1.508, C4 1.487
3 C 0.84 -0.73 1.29  C2 1.508, H10 1.093, H11 1.097, H12 1.096
4 C -0.13 0.51 -0.75  C2 1.487, C5 1.535, C6 1.462, H13 1.090
5 C -0.23 -0.69 -1.69  C4 1.535, C6 1.467, H14 1.089, H15 1.088
6 C -1.33 -0.31 -0.80  C4 1.462, C5 1.467, C7 1.318
7 C -2.46 -0.43 -0.13  C6 1.318, H16 1.087, H17 1.084
8 H 1.54 2.41 -0.04  C1 1.087
9 H 2.37 1.53 1.37  C1 1.084
10 H 1.45 -0.54 2.18  C3 1.093
11 H -0.16 -1.05 1.62  C3 1.097
12 H 1.28 -1.58 0.76  C3 1.096
13 H -0.21 1.48 -1.24  C4 1.090
14 H 0.36 -1.57 -1.42  C5 1.089
15 H -0.26 -0.49 -2.76  C5 1.088
16 H -2.61 0.28 0.68  C7 1.087
17 H -3.24 -1.16 -0.32  C7 1.084